# 1
Density functional theory data (ωB97M-V with the def2-TZVPD basis set) for the molecule C8H16NO3P at a distorted geometry.

Cartesian coordinates (Å):
C: 3.39864 -0.79688 0.44261
C: 0.72950 0.95437 -0.00745
C: 4.87898 -1.02784 0.73843
C: -1.20563 -1.23572 0.44586
C: -2.90214 0.78092 0.79550
C: -1.80118 0.12872 -1.58197
C: 2.03873 2.81952 0.91976
C: -1.62386 0.17498 -0.05493
N: 1.82472 1.63225 0.23153
O: 2.70383 -1.07826 1.36174
O: 1.07705 -0.08861 -0.74896
O: -0.55447 1.11227 0.32665
P: 2.67322 -0.18407 -1.17688
H: 5.39229 -1.57884 -0.12658
H: 5.42261 -0.08274 0.72456
H: 4.84573 -1.72405 1.50310
H: -0.84891 -1.88801 -0.32499
H: -0.26109 -0.93977 0.93385
H: -1.81488 -1.84563 1.08959
H: -3.11819 1.96182 0.67762
H: -2.88943 0.61910 1.82235
H: -3.77663 0.30603 0.27728
H: -2.81368 -0.14937 -1.91484
H: -1.58126 1.09447 -1.98444
H: -1.02996 -0.53848 -2.05849
H: 1.15739 3.39767 0.93013
H: 2.39167 2.65714 1.96089
H: 2.95917 3.39864 0.50111
H: 2.33627 -1.49404 -1.80087

Atomic forces in eV per Å
1.40 -0.69 -0.25
3.13 1.62 0.30
0.42 0.34 -4.77
1.55 1.18 0.52
-0.16 1.66 -4.49
0.57 -0.24 -0.17
2.37 1.27 0.94
-1.61 -0.25 1.12
-1.91 -1.77 -0.58
-2.18 -0.11 1.19
-2.12 -1.75 -0.69
1.06 0.64 -0.25
0.26 -0.05 -1.02
-0.80 0.62 0.77
0.04 -0.10 0.96
0.61 -0.54 2.14
-0.12 -0.17 -0.82
-0.53 -1.07 0.64
-0.65 0.44 0.42
1.03 -2.64 -0.11
0.31 -0.78 1.68
0.53 0.24 0.92
0.39 -0.09 0.38
-0.13 0.87 -0.31
-0.95 0.43 0.64
-0.85 1.32 0.19
-0.52 -0.17 -0.28
-1.82 -0.82 0.17
0.67 0.64 0.76

Output
Frontier orbital gap, Eh: 0.3440
Charge: 0
E_HOMO, Ha: -0.3137
SMILES string: C/N=C(/OPC(C)=O)OC(C)(C)C

Partial atomic charges computed with the Mulliken method, in multiples of e: C 0.73; C 0.83; C -1.11; C -1.45; C -1.48; C -1.46; C -1.08; C 1.62; N -0.46; O -0.46; O -0.06; O -0.39; P -0.36; H 0.30; H 0.28; H 0.37; H 0.32; H 0.38; H 0.42; H 0.27; H 0.43; H 0.37; H 0.41; H 0.38; H 0.27; H 0.36; H 0.30; H 0.27; H 0.01



# 2
Density functional theory data (ωB97M-V with the def2-TZVPD basis set) for a cluster of 3 separate species, C26H31F7N5O3 in total at a distorted geometry.

Cartesian coordinates (Å):
C: 2.69571 -4.00282 0.28356
C: 2.04682 -2.87907 -0.71975
C: 2.72482 -2.10586 -2.02291
C: 4.28723 -2.53098 -2.27250
C: 4.85635 -2.25140 -3.78347
O: 5.15187 -0.79642 -3.99903
C: 6.34284 -3.00227 -3.93793
N: 6.28942 -4.49247 -3.68358
N: 1.80020 -1.12820 -2.71409
N: 2.11951 -0.35579 -3.81697
C: 1.45645 -0.82982 -5.09015
O: 0.22559 -0.42507 -5.50960
F: 2.15901 -1.76826 -6.04288
C: 1.89015 1.12151 -3.60140
O: 2.29887 1.94089 -4.61029
F: 1.22647 1.76243 -2.44379
C: 0.52424 -1.27651 -1.90234
N: -0.77727 -0.53936 -2.12983
N: 0.63615 -2.25315 -0.72751
C: -0.39862 -2.62783 0.32046
C: -0.39742 -1.41490 1.46970
C: 0.97586 -1.36851 2.36588
C: 1.98887 -0.11940 1.99977
F: 2.15086 0.06645 0.51077
F: 3.38758 -0.40292 2.49474
C: 1.47103 1.34695 2.56593
F: 0.83490 2.04104 1.38516
F: 2.69912 2.13708 2.95391
F: 0.49010 1.24250 3.67100
H: 1.88261 -4.66598 0.85310
H: 3.30458 -4.76233 -0.38062
H: 3.37557 -3.51851 1.12716
H: 4.34883 -3.70605 -2.07098
H: 4.95940 -1.99715 -1.45871
H: 4.20129 -2.68288 -4.65286
H: 4.92704 -0.32353 -3.13640
H: 6.65579 -2.86059 -5.07880
H: 7.15500 -2.53711 -3.20758
H: 5.53984 -4.97321 -4.23644
H: 6.21151 -4.70975 -2.65312
H: -1.52918 -1.19277 -1.78946
H: -0.91554 -0.43138 -3.15941
H: -1.49151 -2.70564 -0.09002
H: -0.12106 -3.66677 0.80690
H: -0.52603 -0.37514 0.94299
H: -1.29834 -1.68413 2.20505
H: 1.63626 -2.35835 2.27274
H: 0.63052 -1.34481 3.50859
C: -5.64763 0.81954 2.61290
C: -6.04847 -0.39698 3.16443
C: -5.12264 -1.20151 3.82803
C: -3.79676 -0.78439 3.94876
C: -3.39681 0.43392 3.40045
C: -4.32063 1.23412 2.72876
H: -6.36871 1.44469 2.09283
H: -7.08317 -0.71872 3.07629
H: -5.43379 -2.15246 4.25183
H: -3.07620 -1.40896 4.47012
H: -2.36387 0.75958 3.49604
H: -4.00746 2.18061 2.29694
C: -5.37855 7.06865 0.98375
C: -5.77939 5.85214 1.53529
C: -4.85356 5.04761 2.19889
C: -3.52768 5.46472 2.31961
C: -3.12773 6.68303 1.77130
C: -4.05155 7.48324 1.09961
H: -6.09963 7.69381 0.46368
H: -6.81409 5.53040 1.44715
H: -5.16471 4.09666 2.62268
H: -2.80712 4.84016 2.84098
H: -2.09479 7.00870 1.86689
H: -3.73837 8.42972 0.66779

Atomic forces in eV per Å
-0.50 -0.07 -0.12
-0.31 4.26 -5.07
-0.36 -2.98 4.06
-0.59 0.09 -0.78
2.02 -0.04 0.65
-1.46 -1.21 1.94
-0.43 -0.19 -0.50
-0.65 0.84 0.60
-1.67 -4.75 6.22
-2.17 1.36 0.21
-6.90 1.10 -5.49
9.28 -3.01 3.71
-1.82 3.40 4.36
1.88 7.12 -6.33
-3.12 -6.40 7.82
2.32 -3.47 -3.47
-0.93 -0.97 1.45
2.81 -3.05 -0.14
3.11 0.97 -3.93
-0.60 1.30 1.22
-0.02 -0.74 0.14
0.56 -0.62 0.41
1.34 -0.56 -0.68
-0.45 -0.74 4.22
-4.51 0.90 -1.43
0.70 2.13 -0.66
1.82 -2.09 4.50
-4.89 -2.58 -1.07
3.60 0.57 -3.92
1.55 1.69 -1.47
-1.12 1.73 1.37
-1.34 -0.86 -2.07
-0.30 2.68 -0.47
-1.32 -0.94 -1.76
0.85 1.01 1.82
0.59 -0.90 -1.78
-0.52 -0.06 2.63
-1.89 -0.80 -1.68
0.98 0.68 0.89
-0.02 0.26 -1.80
0.88 0.98 -0.35
0.19 0.11 0.90
2.21 0.13 0.40
-0.36 2.25 -1.25
-0.11 -2.07 1.01
1.92 0.94 -1.73
-1.47 2.24 0.01
1.15 0.42 -2.54
0.16 -0.09 0.08
0.14 0.03 0.00
0.06 0.12 -0.08
-0.13 0.08 -0.16
-0.13 -0.09 -0.06
-0.05 -0.15 0.04
0.10 -0.08 0.08
0.17 0.05 0.02
0.03 0.15 -0.04
-0.10 0.07 0.00
-0.13 0.01 0.01
-0.03 -0.13 0.06
0.13 -0.10 0.08
0.14 0.03 -0.01
0.08 0.18 -0.09
-0.16 0.08 -0.12
-0.13 -0.05 -0.03
-0.07 -0.18 0.08
0.11 -0.10 0.09
0.16 0.06 0.01
0.00 0.17 0.00
-0.08 0.09 -0.05
-0.17 -0.05 -0.01
-0.05 -0.13 0.07

Output
Frontier orbital gap, Eh: 0.2219
Charge: +1
E_HOMO, Ha: -0.3967

Partial atomic charges computed with the Mulliken method, in multiples of e: C -1.34; C -0.19; C 1.11; C -0.53; C 0.36; O -0.55; C -0.67; N -0.57; N 0.15; N -0.21; C 0.54; O -0.41; F -0.20; C 0.51; O -0.44; F -0.15; C 0.24; N -0.42; N 0.25; C -1.12; C 0.13; C -0.79; C 0.57; F -0.26; F -0.33; C 0.63; F -0.22; F -0.23; F -0.20; H 0.35; H 0.38; H 0.29; H 0.06; H 0.23; H 0.16; H 0.37; H 0.32; H 0.29; H 0.26; H 0.25; H 0.35; H 0.35; H 0.32; H 0.27; H 0.32; H 0.06; H 0.26; H 0.44; C -0.30; C -0.44; C -0.45; C -0.43; C -0.35; C -0.49; H 0.41; H 0.37; H 0.37; H 0.42; H 0.49; H 0.41; C -0.34; C -0.51; C -0.20; C -0.39; C -0.38; C -0.39; H 0.36; H 0.35; H 0.39; H 0.41; H 0.35; H 0.36



# 3
Density functional theory data (ωB97M-V with the def2-TZVPD basis set) for a cluster of 2 separate species, C4H8O2 in total.

Cartesian coordinates (Å):
C: -1.53066 -0.22566 1.41330
C: -0.29825 0.24256 0.68145
O: 0.73975 -0.71993 0.56284
C: -0.00733 -0.43516 -0.59451
C: 0.58596 0.04728 -1.88452
O: 1.74872 0.07070 -2.19826
H: -1.78275 -1.22800 1.05378
H: -2.37719 0.43838 1.20987
H: -1.37496 -0.28154 2.49407
H: 0.05019 1.25972 0.88041
H: 2.57705 1.18899 0.14190
H: -0.21006 0.27079 -2.62726
H: -0.73813 -1.20625 -0.85453
H: 2.61766 0.57812 -0.27855

Atomic forces in eV per Å
-0.02 -0.02 0.03
-0.19 0.09 0.03
0.05 -0.22 -0.01
-0.10 -0.19 -0.24
0.37 -0.04 -0.13
-0.58 -0.01 0.15
-0.03 0.13 0.16
0.12 -0.06 0.06
0.05 0.11 -0.12
-0.02 -0.23 -0.24
0.19 0.10 0.09
0.08 0.13 0.04
-0.04 -0.02 0.01
0.13 0.22 0.18

Output
Frontier orbital gap, Eh: 0.3962
Charge: 0
E_HOMO, Ha: -0.3679
SMILES string: C[C@H]1O[C@@H]1C=O.[H][H]

Partial atomic charges computed with the Mulliken method, in multiples of e: C -1.24; C 0.52; O -0.39; C -0.14; C -0.17; O -0.44; H 0.34; H 0.32; H 0.30; H 0.35; H 0.09; H 0.31; H 0.25; H -0.11



# 4
Density functional theory data (ωB97M-V with the def2-TZVPD basis set) for the molecule C2H2N4 at a distorted geometry.

Cartesian coordinates (Å):
C: 0.21556 1.41263 0.47347
C: 0.48916 0.25909 -0.21045
N: -0.61615 1.93873 1.08665
N: -1.62480 -0.28263 0.83080
N: 1.36451 -0.08692 -1.03690
N: -0.70179 -0.61314 0.15631
H: 1.28042 -1.10337 -1.14241
H: -0.40691 -1.52439 -0.15747

Atomic forces in eV per Å
-1.50 2.84 1.31
-1.80 -2.38 -0.22
1.11 0.80 0.01
-5.17 0.79 3.60
0.92 -0.72 0.24
7.12 -0.45 -4.36
0.22 0.20 -0.78
-0.89 -1.09 0.21

Output
Frontier orbital gap (spin up / spin down), Eh: 0.2852 / 0.3646
Charge: 0
E_HOMO (spin up / spin down), Ha: -0.2888 / -0.4255
Spin multiplicity: 3
<S²>: 2.026

Partial atomic charges computed with the Mulliken method, in multiples of e: C 0.40; C 0.33; N -0.39; N -0.61; N -0.58; N 0.41; H 0.21; H 0.23



# 5
Density functional theory data (ωB97M-V with the def2-TZVPD basis set) for a structure of composition C3H7N3S at a distorted geometry.

Cartesian coordinates (Å):
C: 1.29330 -1.77912 -0.13690
C: 0.91982 -0.51096 -1.04050
C: -1.55563 2.06952 0.78326
N: 0.16565 -1.87688 0.77973
N: -0.60650 -1.01638 0.89210
N: 0.15140 0.30876 -0.14261
S: -1.07320 1.24229 -0.79145
H: 1.21023 -2.82194 -0.75305
H: 2.20776 -1.70259 0.58013
H: 1.87542 0.00875 -1.40788
H: 0.32545 -0.65436 -1.90162
H: -0.60104 2.47404 1.06065
H: -2.13224 1.36412 1.40118
H: -2.18042 2.89475 0.67694

Atomic forces in eV per Å
-0.03 -1.40 -1.24
1.76 0.97 1.24
0.66 -1.66 -0.79
0.31 -2.00 0.56
0.36 2.58 -1.22
-0.04 -0.86 1.97
-1.09 0.55 -0.22
0.86 2.60 1.48
-1.30 -0.10 -1.82
-1.18 -0.69 0.89
-0.47 -1.28 -1.26
0.30 -0.29 1.22
1.02 0.16 0.18
-1.19 1.44 -0.99

Output
Frontier orbital gap, Eh: 0.3098
Charge: 0
E_HOMO, Ha: -0.2744

Partial atomic charges computed with the Mulliken method, in multiples of e: C -0.23; C -0.46; C -0.87; N -0.28; N 0.09; N -0.28; S -0.05; H 0.24; H 0.27; H 0.24; H 0.38; H 0.27; H 0.27; H 0.41



no.,total energy (eV),M (g/mol)
1,-25474.13102,205.19
2,-60058.36617,594.55
3,-8369.85731,88.11
4,-8060.94609,82.07
5,-18526.29431,117.18